[1]
# C3H15N2O3

4 unconnected molecules or ions with the total composition C3H15N2O3 in a non-equilibrium geometry (ωB97M-V/def2-TZVPD, the Open Molecules 2025 dataset).

Geometry as XYZ:
```
23
C3H15N2O3 ωB97M-V/def2-TZVPD
C 0.5747 2.5666 1.9269
C 0.9362 1.1017 1.8216
N 0.3511 0.3263 0.7234
C -0.4634 -0.6706 0.9462
N -1.0236 -1.4290 0.0220
H -0.4166 2.6917 2.3645
H 1.2239 3.2236 2.5321
H 0.5761 3.0085 0.9240
H 2.0185 1.0582 1.7420
H 0.7530 0.5596 2.7517
H 0.5697 0.5407 -0.2504
H -0.6710 -0.9149 1.9882
H -0.7536 -1.3313 -0.9485
H -1.6182 -2.1304 0.4502
H 0.6279 0.4976 -2.8462
H -0.8544 0.5431 -3.4293
O -0.3208 0.4149 -2.6355
H 3.1809 1.3226 -2.9662
H 2.6077 0.1136 -3.5407
O 2.3800 0.7817 -2.8638
H -3.5871 -4.5201 0.9130
H -3.1517 -3.8997 -0.2838
O -2.9394 -3.8543 0.6587
```

Values from the calculation:
frontier orbital gap = 11.8 eV
relative energy (zero: lowest compared OMol25 entry of this formula, charge and spin) = 5.19 kcal/mol
spin multiplicity = 1
total energy = -458.323235 Eh
total charge = +1

=====

[2]
# C27H27ClMgN2O4S

A molecular structure, C27H27ClMgN2O4S (ωB97M-V/def2-TZVPD, the Open Molecules 2025 dataset).

Geometry as XYZ:
```
63
C27H27ClMgN2O4S ωB97M-V/def2-TZVPD
Mg -1.4788 0.0486 0.0878
C 0.1022 1.0959 3.1635
C -0.9327 1.7787 2.3114
C -2.2418 1.2879 2.2299
C -3.2363 1.9838 1.5305
C -4.6499 1.4775 1.5015
C -2.8831 3.1689 0.8937
C -1.5863 3.6745 0.9442
C -1.2398 4.9695 0.2639
C -0.6223 2.9626 1.6446
H 0.0289 0.0124 3.1124
H -0.0293 1.3981 4.2055
H 1.1069 1.3879 2.8566
H -2.4992 0.3641 2.7388
H -4.6930 0.4614 1.1108
H -5.2837 2.1225 0.8946
H -5.0639 1.4495 2.5113
H -3.6455 3.7184 0.3506
H -0.3437 4.8682 -0.3508
H -1.0438 5.7524 0.9988
H -2.0507 5.3128 -0.3784
H 0.3959 3.3346 1.6861
C 5.8319 -4.1435 1.8583
C 4.4752 -3.6165 1.4811
C 3.5883 -4.3899 0.7425
C 2.3241 -3.9186 0.4099
C 1.9475 -2.6540 0.8297
C 2.8180 -1.8590 1.5686
C 4.0726 -2.3432 1.8861
S 0.3510 -2.0324 0.4425
O -0.3643 -1.8146 1.6909
O -0.2292 -2.9599 -0.5024
N 0.4957 -0.5583 -0.1258
C 0.9920 -0.2880 -1.4168
C 2.0178 -0.9517 -2.0325
C 2.4880 -0.5545 -3.3060
C 1.9429 0.5097 -3.9543
C 0.8703 1.2171 -3.3527
C 0.2324 2.3047 -3.9897
C -0.8278 2.9141 -3.3936
C -1.2530 2.4367 -2.1388
N -0.6730 1.4581 -1.4939
C 0.3907 0.8223 -2.0928
H 6.1209 -4.9842 1.2285
H 5.8394 -4.4897 2.8940
H 6.5986 -3.3737 1.7668
H 3.8891 -5.3782 0.4151
H 1.6392 -4.5135 -0.1771
H 2.5091 -0.8680 1.8765
H 4.7578 -1.7251 2.4546
H 2.4846 -1.7944 -1.5423
H 3.2960 -1.1120 -3.7616
H 2.3030 0.8179 -4.9274
H 0.5910 2.6328 -4.9583
H -1.3526 3.7350 -3.8609
H -2.1134 2.8856 -1.6552
Cl -4.7135 -2.3392 -2.8156
C -4.0736 -2.5098 -1.1664
C -3.2752 -1.3411 -0.6695
O -3.0747 -1.2490 0.5746
O -2.7190 -0.5299 -1.4581
H -3.4052 -3.3703 -1.1438
H -4.9024 -2.7020 -0.4911
```

Values from the calculation:
frontier orbital gap = 8.1 eV
relative energy (zero: lowest compared OMol25 entry of this formula, charge and spin) = 3.42 kcal/mol
spin multiplicity = 1
total energy = -2514.202869 Eh
total charge = 0

=====

[3]
# C32H41Cl5IrN5S4SbSi3

A molecular structure, C32H41Cl5IrN5S4SbSi3 (ωB97M-V/def2-TZVPD, the Open Molecules 2025 dataset).

Geometry as XYZ:
```
92
C32H41Cl5IrN5S4SbSi3 ωB97M-V/def2-TZVPD
Ir 1.7200 0.4730 -0.1605
C 2.6377 4.4379 2.8093
N 2.7339 3.0106 3.1002
C 2.5389 2.4251 4.3381
C 2.6514 1.0964 4.1796
N 2.9231 0.8778 2.8344
C 2.9416 2.0703 2.1780
S 3.1667 2.2932 0.4961
C 3.2323 -0.3827 2.2845
C 4.0759 -1.2045 3.0138
C 4.3737 -2.4712 2.5471
C 3.8246 -2.8680 1.3427
C 3.0266 -1.9841 0.6514
N 2.7086 -0.7592 1.1059
H 2.5463 4.9709 3.7509
H 1.7650 4.6260 2.1869
H 3.5325 4.7687 2.2884
H 2.3206 3.0085 5.2140
H 2.5416 0.2887 4.8795
H 4.5041 -0.8251 3.9305
H 5.0350 -3.1192 3.1052
H 4.0259 -3.8370 0.9097
H 2.6254 -2.2402 -0.3155
Cl 5.4053 -0.5431 -0.6038
C 4.3674 -0.1246 -1.9331
C 3.0348 0.2143 -1.7233
C 2.3901 0.7356 -2.8287
Cl 0.8101 1.3896 -2.3981
C 2.8986 0.8437 -4.1046
Cl 1.9505 1.4936 -5.3749
C 4.1994 0.3831 -4.3059
Cl 4.8823 0.4239 -5.8776
C 4.9374 -0.0781 -3.2133
Cl 6.5633 -0.5725 -3.4542
C 0.7557 -2.0383 -4.1787
Si 0.4279 -3.0179 -2.6267
C -0.9752 -4.2058 -2.9575
C 1.9726 -3.9577 -2.1308
Sb -0.1512 -1.3858 -0.7143
Si -0.8076 -2.9171 1.2822
C 0.6359 -3.9400 1.8878
C -2.1338 -4.0805 0.6589
C -1.4572 -1.9520 2.7421
Si -2.4747 -0.3389 -1.2378
C -3.3200 -1.4935 -2.4363
C -2.3118 1.3454 -2.0193
C -3.4122 -0.2546 0.3664
H 0.9108 -2.7328 -5.0092
H 1.6531 -1.4236 -4.0886
H -0.0819 -1.3886 -4.4403
H -0.5806 -5.0373 -3.5482
H -1.7596 -3.7272 -3.5445
H -1.4316 -4.6226 -2.0601
H 2.0639 -4.8351 -2.7766
H 1.9435 -4.3183 -1.1002
H 2.8745 -3.3557 -2.2688
H 1.1196 -4.5246 1.1031
H 0.2439 -4.6422 2.6298
H 1.3886 -3.3288 2.3865
H -1.7180 -4.8957 0.0653
H -2.8999 -3.5768 0.0678
H -2.6277 -4.5264 1.5271
H -0.9149 -1.0267 2.9374
H -1.3697 -2.6013 3.6186
H -2.5089 -1.6993 2.6186
H -2.8001 -1.5389 -3.3951
H -4.3278 -1.1118 -2.6255
H -3.4174 -2.5074 -2.0458
H -1.9781 1.2860 -3.0561
H -1.6482 2.0117 -1.4720
H -3.3064 1.8036 -2.0146
H -3.7166 -1.2470 0.7032
H -4.3191 0.3366 0.2055
H -2.8318 0.2363 1.1484
S -1.7358 6.1065 -0.7341
C -1.5375 4.6496 -0.0052
S 0.0100 3.8349 0.0717
C -0.7009 2.5368 0.9973
N -1.9595 2.6953 1.2149
N -2.4271 3.8553 0.6511
C -3.8274 4.1036 0.8146
C -4.4085 3.8182 2.0416
C -5.7687 4.0175 2.2104
C -6.5408 4.4977 1.1613
C -5.9480 4.7709 -0.0624
C -4.5873 4.5724 -0.2458
S 0.1236 1.1276 1.5991
H -3.7969 3.4367 2.8473
H -6.2252 3.8001 3.1668
H -7.6018 4.6583 1.2979
H -6.5449 5.1416 -0.8850
H -4.1219 4.7860 -1.1963
```

Values from the calculation:
frontier orbital gap = 6.5 eV
relative energy (zero: lowest compared OMol25 entry of this formula, charge and spin) = 0.00 kcal/mol
spin multiplicity = 1
total energy = -6624.512855 Eh
total charge = +1

=====

[4]
# C8H16BN3

C8H16BN3 in the gas phase in a non-equilibrium geometry (ωB97M-V/def2-TZVPD, the Open Molecules 2025 dataset).

Geometry as XYZ:
```
28
C8H16BN3 ωB97M-V/def2-TZVPD
B -0.1360 0.2930 -0.1174
C 2.0858 -2.2626 -1.5085
C 2.7357 -1.0738 -1.9036
C 0.8987 -1.9165 -0.8002
C 1.9621 -0.0233 -1.5011
C -2.1185 -0.5507 -1.3531
C -2.2405 -0.4894 1.0485
C -0.7940 2.0831 1.7122
C 1.5910 1.5017 1.3857
N 0.8401 -0.5305 -0.8833
N -1.4913 -0.1270 -0.1283
N 0.2294 1.5771 0.8547
H 2.5578 -3.1610 -1.7411
H 3.8265 -0.9717 -2.2544
H 0.0422 -2.4972 -0.4355
H 1.9714 0.9455 -1.7089
H -2.5087 -1.5728 -1.5309
H -3.0673 0.0523 -1.3190
H -1.4888 -0.2273 -2.0963
H -2.8284 -1.4591 0.7378
H -1.5972 -0.9069 1.8005
H -3.1425 0.2216 1.4079
H -1.7815 2.2830 1.2870
H -0.9848 1.3209 2.4243
H -0.4163 3.0112 2.2079
H 2.2509 1.3373 0.5176
H 1.7240 2.4546 1.9174
H 1.8801 0.6888 1.9804
```

Values from the calculation:
frontier orbital gap = 8.9 eV
relative energy (zero: lowest compared OMol25 entry of this formula, charge and spin) = 0.00 kcal/mol
spin multiplicity = 1
SMILES = CN(C)B(N(C)C)n1cccc1
total energy = -503.519523 Eh
total charge = 0

=====

[5]
# C30H26N5S2SbSeV

A molecular structure, C30H26N5S2SbSeV in a non-equilibrium geometry (ωB97M-V/def2-TZVPD, the Open Molecules 2025 dataset).

Geometry as XYZ:
```
66
C30H26N5S2SbSeV ωB97M-V/def2-TZVPD
V -0.0423 0.3760 -0.3030
C 2.9461 -0.1833 1.6472
C 1.6736 0.0287 2.3948
C 1.6494 0.0987 3.7883
C 0.4639 0.2739 4.4594
C -0.7150 0.3503 3.7214
C -0.6335 0.2740 2.3445
N 0.5410 0.1306 1.7001
Sb -2.5634 0.1590 1.3551
C -2.0641 -1.4993 0.0940
C -2.8778 -2.6118 0.1465
C -2.5271 -3.7257 -0.6075
C -1.3902 -3.6713 -1.3784
C -0.6155 -2.5164 -1.3998
C 0.6549 -2.4332 -2.1738
N -0.9551 -1.4497 -0.6704
C -2.3373 1.6293 -0.2476
C -3.2115 2.7179 -0.2431
C -3.2554 3.5549 -1.3388
C -2.4648 3.2654 -2.4409
C -1.6072 2.1816 -2.4100
C -0.7440 1.8372 -3.5815
N -1.5286 1.4123 -1.3115
H 3.7306 -0.4910 2.3359
H 2.8035 -0.9723 0.9090
H 3.2562 0.7278 1.1325
H 2.5816 -0.0009 4.3262
H 0.4443 0.3308 5.5389
H -1.6745 0.4509 4.2111
H -3.7501 -2.6216 0.7872
H -3.1243 -4.6262 -0.5686
H -1.0642 -4.5269 -1.9533
H 0.7865 -3.3137 -2.8004
H 0.6736 -1.5423 -2.8039
H 1.4952 -2.3877 -1.4814
H -3.8633 2.8821 0.6062
H -3.9245 4.4049 -1.3505
H -2.5068 3.8765 -3.3324
H -1.3163 1.9399 -4.5040
H 0.1164 2.5074 -3.6364
H -0.3602 0.8211 -3.5101
S 1.9457 0.6780 -1.6617
C 1.7262 2.2753 -1.0062
N 0.8303 2.4542 -0.0702
C 0.6941 3.7894 0.2667
C -0.1910 4.2847 1.2229
C -0.2179 5.6440 1.4539
C 0.6324 6.5056 0.7475
C 1.5183 6.0219 -0.1946
C 1.5439 4.6496 -0.4333
S 2.5228 3.7281 -1.5350
H -0.8297 3.6011 1.7680
H -0.8951 6.0487 2.1929
H 0.5995 7.5684 0.9441
H 2.1737 6.6950 -0.7285
Se 0.7067 -3.2043 1.7139
C 1.1484 -4.7028 0.6601
C 2.3014 -4.7713 -0.1346
C 2.5405 -5.8585 -0.9533
N 1.7353 -6.9162 -1.0677
C 0.6443 -6.8709 -0.2968
C 0.3189 -5.8310 0.5501
H 3.0195 -3.9600 -0.1011
H 3.4416 -5.8771 -1.5592
H -0.0176 -7.7292 -0.3634
H -0.5920 -5.8807 1.1346
```

Values from the calculation:
frontier orbital gap (alpha / beta) = 5.5 / 5.5 eV
expectation value of S² = 1.122
relative energy (zero: lowest compared OMol25 entry of this formula, charge and spin) = 0.00 kcal/mol
spin multiplicity = 2
total energy = -5814.654814 Eh
total charge = 0

=====

- Look up the relative energy (zero: lowest compared OMol25 entry of this formula, charge and spin) of the third one.
  0.00 kcal/mol